w | Entry from OMol25: a structure of composition C20H42GaNOP3 (wB97M-V/def2-TZVPD).

Last column: Mulliken charge in e.
Atoms and positions in Å:
Ga -0.51968 1.48285 -1.00618  1.21
P 1.84557 -0.92564 2.18329  0.87
P 1.58956 2.75288 0.00628  0.71
P -1.11545 -2.13354 0.07252  1.06
H 1.00374 2.25755 -3.32522  0.21
C -0.04414 2.50404 -3.61378  -0.40
C -0.99736 3.17292 -2.91472  -0.39
H -0.89413 3.95546 -2.13034  0.27
C 3.24115 -1.91777 1.49394  -1.36
C 2.85152 0.15321 3.29334  -1.18
C 1.31636 -2.10880 3.50790  -1.02
C 1.31758 4.07617 -1.21744  -1.50
C 1.75213 3.63007 1.62068  -1.17
C 3.34750 2.31350 -0.30273  -1.09
C -2.43497 -2.88559 -0.99300  -1.50
C -1.72742 -2.74219 1.71135  -0.98
C 0.17788 -3.39759 -0.27466  -1.35
H -0.24708 2.33053 -4.67633  0.38
H -2.00400 3.27872 -3.37714  0.33
H 3.86323 -2.31000 2.31849  0.47
H 3.85906 -1.27716 0.83960  0.35
H 2.87035 -2.75979 0.88539  0.33
H 3.58700 -0.45220 3.84639  0.43
H 2.18764 0.66109 4.00451  0.36
H 3.37687 0.91543 2.70439  0.35
H 2.09422 -2.87332 3.64147  0.43
H 0.38361 -2.59637 3.20948  0.04
H 1.14270 -1.59153 4.45958  0.46
H 2.03233 4.88450 -1.10008  0.50
H 0.31879 4.47176 -1.03382  0.35
H 1.33544 3.71088 -2.24411  0.36
H 2.76891 4.02383 1.70374  0.42
H 1.56033 2.92724 2.44089  0.23
H 1.03004 4.45481 1.67342  0.44
H 4.02135 3.06356 0.13526  0.43
H 3.53365 2.24003 -1.38160  0.40
H 3.53772 1.33624 0.16376  0.15
H -2.82689 -3.74180 -0.43344  0.62
H -2.05078 -3.20376 -1.97346  0.39
H -3.22294 -2.13377 -1.13913  0.34
H -2.75253 -3.13758 1.61196  0.50
H -1.73097 -1.91678 2.44243  -0.03
H -1.05263 -3.53875 2.04420  0.42
H -0.27571 -4.35050 -0.58875  0.49
H 0.80275 -3.54298 0.61323  0.31
H 0.80082 -2.99331 -1.08543  0.34
C -1.74491 -0.38928 -3.14244  0.44
C -0.51647 -0.70654 -3.79032  0.02
C -0.53069 -1.34720 -5.03687  -0.84
C -1.73796 -1.48799 -5.71655  -0.41
C -2.95270 -1.28711 -5.05017  -0.56
C -2.96379 -0.79155 -3.75158  -0.11
O -1.85849 0.22439 -1.99307  -0.65
H 0.38311 0.14933 -1.01596  -0.11
H 0.41340 -0.56639 -3.23029  0.44
H 0.38091 -1.70805 -5.52234  0.45
H -1.73788 -1.93351 -6.72980  0.42
H -3.86978 -1.54932 -5.57828  0.45
H -3.85894 -0.69876 -3.15171  0.50
C -2.41365 0.01922 4.77857  -1.15
C -1.98487 1.21960 3.89412  -0.25
C -1.58778 0.98604 2.50623  0.28
N -1.40645 0.96746 1.34089  -0.53
H -3.29521 -0.49458 4.36732  0.34
H -2.71763 0.39699 5.76434  0.39
H -1.62095 -0.71899 4.95463  0.25
H -2.85846 1.88986 3.88053  0.36
H -1.17396 1.75978 4.40664  0.29

Results
HOMO-LUMO gap (alpha / beta), Eh: 0.141 / 0.089
HOMO (alpha / beta), eV: -16.089 / -15.599
Net charge: +3



x | Entry from OMol25: a structure of composition C20H42GaNOP3 (wB97M-V/def2-TZVPD).

Last column: Mulliken charge in e.
Atoms and positions in Å:
Ga -0.23590 0.16675 -0.16311  1.15
P -1.84070 -1.58342 0.33694  0.82
P 1.31511 -0.74416 1.94565  0.66
P 1.33046 -1.42524 -1.65494  0.98
H -0.79176 6.43978 -7.20366  0.28
C -0.85914 5.53816 -7.82692  -0.61
C -2.05441 4.99341 -8.14180  -0.48
H -2.99331 5.43229 -7.77927  0.26
C -3.36562 -0.87928 1.04925  -1.25
C -1.55339 -3.04725 1.39306  -1.18
C -2.42743 -2.25585 -1.25129  -1.16
C 2.88822 0.19295 1.99120  -1.32
C 0.60529 -0.36790 3.58677  -1.40
C 1.79084 -2.49918 2.10510  -1.04
C 0.74990 -1.30639 -3.38334  -1.33
C 1.48483 -3.23735 -1.40890  -1.39
C 3.04835 -0.77916 -1.72556  -1.32
H 0.07817 5.11481 -8.21136  0.31
H -2.12545 4.10897 -8.78851  0.27
H -3.61754 0.05991 0.54033  0.37
H -3.24489 -0.67911 2.12338  0.20
H -4.19294 -1.59239 0.91563  0.54
H -1.28324 -2.74815 2.41512  0.31
H -0.75710 -3.68357 0.98688  0.34
H -2.48370 -3.63462 1.43639  0.54
H -2.81350 -1.43547 -1.87075  0.29
H -3.24031 -2.96978 -1.04919  0.52
H -1.62171 -2.76305 -1.79875  0.32
H 3.42892 -0.04452 2.91936  0.51
H 2.65556 1.26740 1.96320  0.35
H 3.50955 -0.05602 1.11959  0.30
H 1.26095 -0.77718 4.36920  0.51
H -0.38969 -0.82683 3.67788  0.39
H 0.51724 0.71928 3.71868  0.38
H 2.87027 -2.57087 2.28785  0.43
H 1.54074 -3.04787 1.19023  -0.01
H 1.25320 -2.95058 2.94909  0.49
H 1.19067 -2.12164 -3.97384  0.57
H 1.03556 -0.33781 -3.81777  0.34
H -0.34606 -1.39358 -3.41116  0.29
H 1.66761 -3.71687 -2.38133  0.51
H 0.55103 -3.63915 -0.98789  0.33
H 2.31929 -3.47567 -0.73562  0.49
H 3.53661 -1.11838 -2.65108  0.49
H 3.63262 -1.11855 -0.85679  0.35
H 3.01000 0.31952 -1.71515  0.33
C -0.83526 1.62095 -2.71545  0.22
C 0.31485 2.44807 -2.65681  0.14
C 0.67503 3.23088 -3.74627  -0.87
C -0.06594 3.19400 -4.93244  -0.25
C -1.14696 2.30814 -5.03784  -0.57
C -1.52298 1.51660 -3.95503  -0.19
O -1.29864 0.95985 -1.66392  -0.45
H 1.12769 0.99359 -0.23526  -0.52
H 0.89547 2.45921 -1.73321  0.48
H 1.54704 3.87776 -3.66386  0.44
H 0.20383 3.83715 -5.76906  0.38
H -1.70675 2.24243 -5.97170  0.47
H -2.35459 0.81808 -4.02205  0.48
C -2.38749 1.31448 4.52339  -1.01
C -2.14186 2.34801 3.40521  -0.43
C -1.58906 1.79642 2.19268  0.54
N -1.17520 1.38269 1.18781  -0.22
H -3.03621 0.50489 4.17295  0.28
H -2.88002 1.78597 5.37464  0.38
H -1.44777 0.88888 4.89072  0.27
H -3.09338 2.83886 3.13423  0.38
H -1.44530 3.12529 3.76695  0.33

Results
HOMO-LUMO gap (alpha / beta), Eh: 0.100 / 0.151
HOMO (alpha / beta), eV: -15.351 / -15.338
Net charge: +3



So which one is most stable? That would be x, about 0.1926 hartree below the next structure.



w | Entry from OMol25: a structure of composition C3H8NO2P (wB97M-V/def2-TZVPD).

Last column: Mulliken charge in e.
Atoms and positions in Å:
C -1.18851 0.10245 -0.29990  -0.58
C -0.59395 1.47209 0.12836  -0.62
C 0.06137 -0.66340 -0.72614  -0.14
N -0.04688 -2.01695 -0.23243  -0.62
O 1.50540 0.47168 1.45954  -0.53
O 2.17508 1.42922 -0.79073  -0.70
P 1.10297 0.77204 -0.09915  0.74
H -1.63093 -0.10350 0.62860  0.28
H -1.86029 0.25154 -1.15470  0.26
H -0.79054 2.45319 -0.30713  0.37
H -0.65444 1.76039 1.16003  0.31
H 0.23742 -0.71062 -1.74302  0.48
H 0.75338 -2.61041 -0.49798  0.23
H 1.17226 -0.36618 1.74970  0.31
H -0.24235 -2.24154 0.72495  0.21

Results
HOMO-LUMO gap, Eh: 0.358
HOMO, eV: -9.182
Net charge: 0



x | Entry from OMol25: a cluster of 2 separate species, C3H8NO2P in total (wB97M-V/def2-TZVPD).

Last column: Mulliken charge in e.
Atoms and positions in Å:
C 1.90599 0.35839 -1.13190  -1.07
C 1.67028 -0.08150 0.34104  -0.06
C 0.33647 -0.65655 0.51285  -0.94
N -3.06686 0.15382 -0.03916  0.82
O -3.10398 -0.29014 -1.18744  -0.54
O -3.90981 -0.16507 0.73989  -0.54
P -1.65854 1.11071 0.54975  0.01
H 1.34406 -0.35254 -1.86332  0.27
H 1.41081 1.33714 -1.24717  0.28
H 2.93167 0.39914 -1.24835  0.39
H 2.34873 -0.90447 0.24256  0.27
H 2.04274 0.50024 1.30840  0.25
H -0.07112 -1.24258 -0.36284  0.30
H -0.07670 -1.07221 1.44982  0.46
H -2.10373 0.90562 1.93587  0.10

Results
HOMO-LUMO gap (alpha / beta), Eh: 0.293 / 0.293
HOMO (alpha / beta), eV: -8.950 / -8.949
Net charge: 0



So which one is most stable? That would be w, about 0.2347 hartree below the next structure.